Entry from the Open Molecules 2025 dataset: 8 unconnected molecules or ions with the total composition C24H62N14O8 in a non-equilibrium geometry (the ωB97M-V functional and the def2-TZVPD basis).

Calculated values
Relative energy (zero: lowest compared OMol25 entry of this formula, charge and spin) in eV: 0.822
Strongest force on any atom in hartree/bohr: 0.0685
HOMO level in eV: -8.2
Frontier orbital gap in eV: 8.519

ORCA input file:
```
! RIJCOSX wB97M-V def2-TZVPD def2/J DEFGRID3
* xyz 0 1
C 14.322 11.664 10.016
C 12.880 11.369 10.442
C 11.858 12.275 9.647
C 12.488 9.855 10.309
C 13.081 8.893 11.279
C 12.884 9.474 12.725
C 13.307 10.928 12.827
C 12.811 11.423 14.156
C 14.890 10.969 13.003
N 12.664 11.739 11.858
O 12.885 13.136 12.115
H 14.355 11.571 8.942
H 14.689 12.642 10.367
H 14.955 10.926 10.489
H 11.984 13.294 9.862
H 12.002 12.156 8.590
H 10.879 11.790 9.916
H 11.363 9.641 10.349
H 12.749 9.621 9.283
H 12.607 7.927 11.177
H 14.165 8.762 11.171
H 13.470 8.972 13.493
H 11.891 9.324 13.128
H 11.843 11.751 13.882
H 13.366 12.321 14.565
H 12.693 10.591 14.910
H 15.273 11.959 12.920
H 15.406 10.171 12.376
H 15.017 10.716 14.033
H 13.867 13.300 12.008
C 9.052 21.152 10.591
C 9.793 20.130 11.555
C 10.365 19.107 10.497
C 10.926 20.825 12.344
C 11.446 19.892 13.451
C 10.300 19.465 14.441
C 9.115 18.850 13.748
C 9.355 17.286 13.582
C 7.809 19.106 14.600
N 8.828 19.629 12.499
O 7.784 19.034 11.732
H 8.343 20.670 9.920
H 8.647 21.876 11.247
H 9.823 21.697 10.032
H 9.675 18.666 9.819
H 10.990 19.782 9.859
H 11.073 18.347 10.840
H 11.698 21.060 11.636
H 10.508 21.764 12.751
H 11.960 19.077 12.960
H 12.210 20.410 14.035
H 9.944 20.438 14.883
H 10.556 18.853 15.279
H 10.316 16.957 13.057
H 8.524 16.798 13.083
H 9.368 16.883 14.595
H 6.929 18.653 14.152
H 7.770 20.159 14.644
H 7.960 18.660 15.575
H 8.233 18.229 11.380
N 8.307 13.291 6.332
C 9.191 13.952 7.181
N 10.071 14.709 6.490
O 9.309 13.866 8.405
H 7.487 12.914 6.810
H 8.097 13.867 5.526
H 10.863 15.195 6.937
H 10.225 14.469 5.535
N 15.675 16.588 13.573
C 14.862 15.542 13.326
N 13.463 15.793 13.374
O 15.302 14.416 13.041
H 16.600 16.322 13.942
H 15.392 17.544 13.760
H 12.894 14.992 13.583
H 13.236 16.531 14.054
N 14.668 18.183 7.110
C 15.878 18.112 7.804
N 16.936 18.774 7.168
O 16.032 17.371 8.817
H 13.941 17.468 7.454
H 14.398 19.079 6.698
H 16.679 19.294 6.303
H 17.523 19.389 7.752
N 14.322 19.222 10.865
C 15.328 20.156 11.179
N 16.610 19.835 10.765
O 15.167 21.027 11.973
H 13.387 19.572 11.047
H 14.184 18.768 9.978
H 17.361 20.442 10.973
H 16.832 18.924 10.399
N 11.926 15.515 9.989
C 12.802 15.688 8.972
N 14.072 15.366 9.310
O 12.526 16.121 7.874
H 10.941 15.613 10.006
H 12.234 14.992 10.876
H 14.414 15.242 10.288
H 14.794 15.440 8.614
N 7.613 15.415 10.869
C 7.907 14.526 11.845
N 8.875 13.581 11.544
O 7.425 14.549 12.960
H 6.670 15.843 10.847
H 7.881 15.139 9.894
H 9.221 13.547 10.595
H 9.419 13.176 12.278
*
```